A molecular structure, C9H10I2N2S2Sr, computed with wB97M-V/def2-TZVPD.

The geometry in ORCA input format:
```
! wB97M-V def2-TZVPD RIJCOSX def2/J DEFGRID3
* xyz 2 1
Sr 0.125 -0.668 -1.055
I -1.166 -2.997 -2.978
C 0.466 -2.756 -4.309
I 1.899 -1.294 -3.737
H 0.059 -2.445 -5.262
H 0.984 -3.706 -4.355
C 3.196 1.767 -0.804
C 2.231 1.877 0.333
N 1.137 1.145 0.432
C 0.434 1.461 1.588
C 1.011 2.427 2.343
S 2.455 2.961 1.611
C -0.823 0.753 1.887
C -1.619 0.947 2.969
S -2.966 -0.093 2.897
C -2.418 -0.740 1.439
N -1.284 -0.217 1.009
C -3.158 -1.812 0.704
H 2.850 1.007 -1.508
H 4.187 1.473 -0.462
H 3.282 2.706 -1.349
H 0.666 2.844 3.274
H -1.481 1.636 3.785
H -4.067 -2.105 1.225
H -2.543 -2.710 0.610
H -3.458 -1.463 -0.286
*
```

Output
E   -1880.49297 hartree
Energy relative to the best compared isomer or geometry (same formula, charge and spin)   0.00 kcal per mole
HOMO level   -14.65 eV
LUMO level   -7.0 eV
Frontier orbital gap   7.68 eV



A molecular structure, C9H10MoN5S, computed with wB97M-V/def2-TZVPD.

The geometry in ORCA input format:
```
! wB97M-V def2-TZVPD RIJCOSX def2/J DEFGRID3
* xyz 3 3
Mo 0.160 0.307 0.118
C -1.294 1.686 4.003
C -0.517 1.324 2.801
N -1.043 0.790 1.735
N -2.407 0.577 1.625
C -2.912 0.566 0.381
N -4.173 0.375 0.149
S -1.812 0.844 -0.974
C 0.935 1.548 2.658
C 1.772 1.986 3.634
C 3.142 2.159 3.331
C 3.610 1.896 2.062
C 2.710 1.464 1.095
N 1.407 1.286 1.395
H -2.240 2.165 3.740
H -1.517 0.778 4.582
H -0.745 2.362 4.651
H -2.968 0.449 2.459
H -4.861 0.222 0.881
H -4.532 0.366 -0.801
H 1.407 2.197 4.630
H 3.821 2.503 4.102
H 4.652 2.026 1.801
H 3.030 1.261 0.083
N 1.312 -2.451 -0.859
C 0.727 -1.565 -0.373
*
```

Output
E   -1087.93534 hartree
HOMO level (spin up / spin down)   -21.29 / -21.44 eV
LUMO level (spin up / spin down)   -13.8 / -13.8 eV
Frontier orbital gap (spin up / spin down)   7.45 / 7.65 eV



> Which formula does entry 2 have?

C9H10MoN5S



> Look up the E of the second one.

-1087.93534 hartree